Record 1
{
  "formula": "C10H14BClN6W",
  "method": "ωB97M-V/def2-TZVPD",
  "elements": ["H", "N", "B", "N", "C", "W", "H", "C", "H", "C", "H", "C", "H", "H", "H", "N", "N", "N", "N", "C", "C", "H", "H", "C", "C", "C", "C", "H", "H", "H", "H", "H", "Cl"],
  "positions_angstrom": [[0.3653, 0.1120, 3.8318], [-0.3131, 0.0369, 1.8268], [-1.6738, 0.1210, -0.3705], [-1.5695, 0.1466, 1.2116], [-2.4824, 0.1767, 2.1962], [1.3829, 0.1455, 0.7005], [-3.5288, 0.2710, 1.9794], [-1.8418, 0.2018, 3.4375], [-2.2865, 0.2647, 4.4234], [-0.4906, 0.1442, 3.1841], [-2.8064, 0.1533, -0.7199], [3.1702, -0.4612, -0.3715], [4.1202, -0.4914, 0.1857], [3.1691, 0.4750, -1.0051], [3.0371, -1.3670, -0.9727], [-0.9806, -1.2106, -0.8345], [-0.8260, 1.3023, -0.9436], [0.3391, -1.4403, -0.4709], [0.5601, 1.3827, -0.6629], [-1.4183, -2.2941, -1.5002], [-1.1485, 2.3269, -1.7518], [-2.4170, -2.3655, -1.8686], [-2.1568, 2.4433, -2.0910], [-0.3858, -3.2240, -1.5980], [-0.0296, 3.1465, -1.9573], [0.6939, -2.6653, -0.9360], [1.0038, 2.5556, -1.2436], [-0.3970, -4.1944, -2.0554], [0.0230, 4.0699, -2.5159], [1.6693, -3.0486, -0.7605], [2.0234, 2.8487, -1.1273], [2.7258, -1.1135, 0.6558], [2.4693, 1.5514, 2.1243]],
  "max_force_ha_per_bohr": 0.075,
  "total_energy_ev": -34545.865,
  "gap_ev": [6.543, 7.002],
  "spin_multiplicity": 3,
  "e_lumo_ev": [-9.40, -9.29],
  "charge": 2
}

=====

Record 2
{
  "formula": "C10H14BHfIN6",
  "method": "ωB97M-V/def2-TZVPD",
  "elements": ["H", "N", "B", "N", "C", "Hf", "H", "C", "H", "C", "H", "C", "H", "H", "H", "N", "N", "N", "N", "C", "C", "H", "H", "C", "C", "C", "C", "H", "H", "H", "H", "H", "I"],
  "positions_angstrom": [[-1.8211, -3.2868, 1.6891], [-1.3900, -1.6990, 0.3896], [-1.2605, 0.4257, -0.9400], [-2.0646, -0.7053, -0.2220], [-3.3515, -0.8090, 0.1604], [1.8338, -0.4596, 0.7549], [-4.0925, -0.1476, -0.2551], [-3.4752, -1.8954, 1.0224], [-4.3652, -2.2409, 1.5101], [-2.2056, -2.4546, 1.1274], [-2.0023, 1.0021, -1.6895], [3.7199, 0.5048, 1.0539], [4.3457, -0.0563, 1.7714], [3.6069, 1.5246, 1.4582], [4.2945, 0.5859, 0.1134], [-0.0027, -0.1572, -1.6710], [-0.7220, 1.3445, 0.2050], [1.0844, -0.7448, -1.0073], [0.3045, 0.9502, 1.0430], [0.2792, -0.0804, -2.9735], [-1.0661, 2.6052, 0.4963], [-0.4047, 0.4285, -3.6363], [-1.8096, 3.1122, -0.0931], [1.4992, -0.7073, -3.2239], [-0.2866, 3.0526, 1.5580], [1.9824, -1.1453, -1.9980], [0.5475, 1.9942, 1.9080], [1.9766, -0.8083, -4.1839], [-0.3161, 4.0236, 2.0150], [2.8612, -1.7256, -1.7524], [1.3178, 1.9338, 2.6563], [-0.4083, -1.8966, 0.2035], [1.3910, -2.4680, 2.5099]],
  "max_force_ha_per_bohr": 0.111,
  "total_energy_ev": -29608.420,
  "gap_ev": 8.732,
  "relative_energy_ev": 0.0000,
  "e_lumo_ev": -7.61,
  "charge": 2
}

=====

Record 3
{
  "formula": "C10H14BN7O2Pb",
  "method": "ωB97M-V/def2-TZVPD",
  "elements": ["H", "N", "B", "N", "C", "Pb", "H", "C", "H", "C", "H", "C", "H", "H", "H", "N", "N", "N", "N", "C", "C", "H", "H", "C", "C", "C", "C", "H", "H", "H", "H", "H", "O", "N", "O"],
  "positions_angstrom": [[1.6367, -1.7837, -1.8709], [1.4163, 0.2243, -1.2161], [1.4455, 2.7706, -1.0779], [1.7855, 1.4311, -1.7758], [2.4562, 1.2235, -2.9159], [0.6484, -0.3974, 1.5460], [2.8143, 2.0924, -3.4615], [2.5063, -0.1409, -3.1446], [2.9550, -0.6438, -3.9800], [1.8335, -0.7451, -2.0552], [1.8235, 3.7232, -1.7008], [-0.9758, 0.2542, 2.8060], [-1.0247, -0.7816, 3.1352], [-1.9809, 0.6279, 2.5962], [-0.4182, 0.7531, 3.6020], [2.0947, 2.6494, 0.3507], [-0.1123, 2.8170, -0.9354], [1.6396, 1.5678, 1.1450], [-0.8296, 1.9046, -0.1821], [2.9936, 3.3572, 1.0521], [-0.9480, 3.7295, -1.4493], [3.5142, 4.1977, 0.6468], [-0.5359, 4.5006, -2.0791], [3.0772, 2.8033, 2.3146], [-2.2303, 3.4460, -1.0222], [2.1863, 1.7380, 2.3652], [-2.1210, 2.2971, -0.2018], [3.6680, 3.1135, 3.1318], [-3.1141, 4.0005, -1.2482], [1.8901, 1.1002, 3.1677], [-2.8999, 1.8147, 0.3518], [1.6071, -1.7594, 1.7144], [-2.3434, -3.1845, -0.0524], [-1.6447, -2.2093, 0.2195], [-0.9195, -1.6346, -0.6286]],
  "max_force_ha_per_bohr": 0.110,
  "total_energy_ev": -31022.164,
  "gap_ev": [4.237, 5.332],
  "relative_energy_ev": 3.6198,
  "e_lumo_ev": [-10.51, -9.52],
  "charge": 2
}

=====

Record 4
{
  "formula": "C10H14BaN2P",
  "method": "ωB97M-V/def2-TZVPD",
  "elements": ["C", "C", "C", "C", "C", "Ba", "P", "H", "H", "H", "H", "H", "H", "H", "H", "N", "C", "C", "C", "C", "C", "N", "H", "H", "H", "H", "H", "H"],
  "positions_angstrom": [[0.5687, 1.1596, -3.1610], [0.3440, 0.4649, -4.3320], [0.0207, -0.9118, -4.3753], [-0.0809, -1.7655, -3.2517], [0.0928, -1.3390, -1.9508], [0.2739, 0.5495, -1.2586], [0.4117, 2.8417, -0.5097], [0.9116, 2.1969, -3.3104], [0.4729, 0.9790, -5.2925], [-0.0992, -1.3688, -5.3659], [0.0835, -2.1507, -1.2047], [-0.2529, -2.8313, -3.4471], [-0.6720, 3.3824, 0.2260], [0.5495, 3.8313, -1.5138], [1.4841, 3.2044, 0.3433], [-0.7628, -2.4677, 1.5356], [-0.4404, -1.3079, 2.2719], [-0.5140, -1.3765, 3.6747], [-0.2545, -0.2479, 4.4417], [0.0793, 0.9406, 3.8107], [0.1588, 0.9769, 2.4188], [-0.0911, -0.1276, 1.6511], [-0.8967, -2.4288, 0.5291], [-0.9919, -3.3493, 2.0183], [-0.7868, -2.3004, 4.1699], [-0.3191, -0.2922, 5.5216], [0.2799, 1.8304, 4.3937], [0.4301, 1.9078, 1.9681]],
  "max_force_ha_per_bohr": 0.168,
  "total_energy_ev": -23545.590,
  "gap_ev": [2.838, 2.837],
  "relative_energy_ev": 10.2233,
  "e_lumo_ev": [2.45, 2.45],
  "charge": -1
}